No. 1
Entry from the OMol25 dataset: a cluster of 18 separate species, C72H198N18O18 in total in a non-equilibrium geometry (ωB97M-V/def2-TZVPD).

Summary:
Max |F|: 3.01 eV/A
LUMO energy: 0.2819 eV
Multiplicity: 1
Total energy: -141537.73855 eV
ΔE to the lowest compared entry with this formula, charge and spin: 5.022 eV

Atoms and positions in Å:
1 C -3.655 -0.876 2.079
2 C -4.748 -1.595 1.280
3 C -4.176 -2.810 0.505
4 O -3.280 -2.373 -0.487
5 C -3.865 -1.741 -1.599
6 N -5.901 -1.999 2.106
7 H -3.139 -0.191 1.406
8 H -3.056 -1.682 2.502
9 H -4.040 -0.219 2.859
10 H -5.117 -0.901 0.525
11 H -4.949 -3.425 0.045
12 H -3.617 -3.410 1.223
13 H -2.986 -1.650 -2.237
14 H -4.171 -0.707 -1.436
15 H -4.608 -2.274 -2.192
16 H -5.569 -2.714 2.737
17 H -6.249 -1.291 2.736
18 C -3.540 3.745 -2.211
19 C -4.108 2.347 -2.313
20 C -5.472 2.357 -3.046
21 O -5.856 0.998 -3.021
22 C -6.999 0.795 -3.883
23 N -3.149 1.510 -2.935
24 H -4.311 4.455 -1.915
25 H -3.170 4.142 -3.156
26 H -2.736 3.899 -1.491
27 H -4.140 1.924 -1.309
28 H -5.255 2.642 -4.076
29 H -6.224 2.959 -2.537
30 H -7.954 1.218 -3.570
31 H -7.183 -0.272 -4.005
32 H -6.865 1.084 -4.926
33 H -3.649 0.729 -3.335
34 H -2.978 2.005 -3.798
35 C -3.051 2.689 1.917
36 C -2.990 4.170 1.751
37 C -4.377 4.799 1.573
38 O -4.294 6.237 1.359
39 C -5.596 6.714 1.011
40 N -2.405 4.616 2.982
41 H -2.082 2.192 1.953
42 H -3.736 2.252 1.190
43 H -3.482 2.341 2.856
44 H -2.391 4.400 0.870
45 H -4.998 4.603 2.447
46 H -4.861 4.325 0.718
47 H -5.653 7.796 1.130
48 H -6.407 6.230 1.556
49 H -5.879 6.597 -0.035
50 H -3.111 4.410 3.675
51 H -2.246 5.612 3.042
52 C 7.580 -1.869 4.902
53 C 6.657 -2.852 4.113
54 C 5.615 -2.246 3.098
55 O 4.724 -1.321 3.752
56 C 3.602 -0.833 2.956
57 N 7.586 -3.648 3.318
58 H 6.984 -1.134 5.444
59 H 8.209 -1.232 4.280
60 H 8.239 -2.458 5.540
61 H 6.133 -3.496 4.820
62 H 5.027 -3.017 2.601
63 H 6.199 -1.779 2.305
64 H 3.862 -0.527 1.942
65 H 3.130 -0.017 3.503
66 H 2.865 -1.615 2.775
67 H 8.014 -4.317 3.942
68 H 7.023 -4.271 2.758
69 C 2.789 -4.494 7.908
70 C 1.324 -4.342 8.339
71 C 0.301 -5.130 7.470
72 O 0.596 -4.714 6.175
73 C -0.156 -5.448 5.188
74 N 1.237 -4.777 9.755
75 H 3.244 -5.479 8.003
76 H 3.423 -3.841 8.509
77 H 2.941 -4.238 6.859
78 H 1.090 -3.308 8.086
79 H -0.747 -4.873 7.630
80 H 0.406 -6.213 7.533
81 H -1.230 -5.444 5.374
82 H 0.200 -6.469 5.054
83 H 0.021 -5.085 4.176
84 H 1.517 -5.742 9.848
85 H 1.913 -4.364 10.381
86 C -0.802 4.545 -8.494
87 C -0.732 5.399 -7.233
88 C -1.820 6.445 -7.230
89 O -1.954 7.355 -8.355
90 C -0.753 8.165 -8.525
91 N -0.707 4.568 -6.069
92 H -0.274 4.972 -9.346
93 H -1.832 4.526 -8.850
94 H -0.459 3.527 -8.311
95 H 0.210 5.943 -7.295
96 H -1.708 7.040 -6.323
97 H -2.763 5.924 -7.066
98 H -0.533 8.655 -7.577
99 H -0.892 8.990 -9.224
100 H 0.124 7.550 -8.728
101 H 0.207 4.171 -6.237
102 H -0.560 4.959 -5.150
103 C 2.679 3.987 -4.047
104 C 1.723 3.712 -2.885
105 C 0.778 4.926 -2.440
106 O -0.193 5.322 -3.400
107 C -1.090 6.360 -3.033
108 N 0.962 2.477 -3.202
109 H 3.197 4.922 -3.832
110 H 2.124 4.168 -4.967
111 H 3.437 3.232 -4.254
112 H 2.313 3.500 -1.993
113 H 1.392 5.813 -2.283
114 H 0.358 4.680 -1.465
115 H -1.689 6.710 -3.873
116 H -0.512 7.150 -2.552
117 H -1.787 6.105 -2.234
118 H 0.362 2.341 -2.401
119 H 0.380 2.741 -3.984
120 C 3.138 -3.507 -0.060
121 C 2.254 -4.535 -0.810
122 C 1.128 -3.954 -1.638
123 O 0.396 -4.916 -2.356
124 C -0.714 -4.323 -2.974
125 N 3.165 -5.221 -1.776
126 H 3.858 -3.082 -0.760
127 H 3.585 -3.992 0.808
128 H 2.542 -2.652 0.257
129 H 1.884 -5.395 -0.250
130 H 1.591 -3.329 -2.402
131 H 0.504 -3.245 -1.092
132 H -0.503 -3.532 -3.693
133 H -1.382 -3.900 -2.224
134 H -1.252 -5.122 -3.484
135 H 3.632 -4.535 -2.352
136 H 2.614 -5.777 -2.414
137 C 1.756 -8.302 0.090
138 C 0.216 -8.588 0.187
139 C -0.571 -7.211 0.179
140 O -0.582 -6.480 1.420
141 C -1.314 -5.278 1.336
142 N -0.055 -9.328 -1.027
143 H 2.184 -7.957 1.032
144 H 2.039 -7.558 -0.655
145 H 2.295 -9.177 -0.273
146 H -0.091 -9.211 1.027
147 H -1.630 -7.403 0.007
148 H -0.188 -6.633 -0.663
149 H -1.376 -4.779 2.303
150 H -2.318 -5.514 0.983
151 H -0.874 -4.489 0.725
152 H -1.019 -9.622 -1.091
153 H 0.042 -8.738 -1.841
154 C 2.454 4.285 1.008
155 C 3.724 4.051 1.941
156 C 3.956 5.179 2.951
157 O 4.129 6.365 2.251
158 C 3.606 7.508 2.854
159 N 3.419 2.868 2.758
160 H 2.804 5.096 0.370
161 H 1.588 4.569 1.606
162 H 2.243 3.375 0.446
163 H 4.675 3.833 1.455
164 H 4.853 4.969 3.535
165 H 3.167 5.234 3.701
166 H 2.524 7.472 2.977
167 H 3.784 8.386 2.232
168 H 4.142 7.665 3.790
169 H 2.525 2.923 3.224
170 H 3.105 2.215 2.054
171 C -3.524 0.468 -6.497
172 C -3.015 1.769 -6.974
173 C -4.152 2.535 -7.755
174 O -4.704 1.742 -8.824
175 C -5.883 2.275 -9.351
176 N -2.565 2.530 -5.844
177 H -3.904 -0.227 -7.245
178 H -4.362 0.628 -5.819
179 H -2.808 -0.165 -5.973
180 H -2.117 1.588 -7.566
181 H -3.794 3.441 -8.244
182 H -4.952 2.802 -7.065
183 H -5.863 3.344 -9.565
184 H -6.657 2.127 -8.598
185 H -6.023 1.763 -10.303
186 H -1.860 2.055 -5.299
187 H -2.063 3.374 -6.079
188 C 3.472 1.385 -7.296
189 C 2.054 1.941 -7.622
190 C 1.538 1.474 -9.024
191 O 2.365 2.091 -10.049
192 C 1.989 1.522 -11.308
193 N 1.155 1.624 -6.536
194 H 3.671 1.577 -6.242
195 H 4.314 1.855 -7.803
196 H 3.559 0.300 -7.361
197 H 2.071 3.028 -7.706
198 H 0.497 1.767 -9.165
199 H 1.515 0.386 -9.086
200 H 0.926 1.741 -11.406
201 H 2.201 0.453 -11.341
202 H 2.451 2.032 -12.153
203 H 0.804 0.690 -6.696
204 H 1.734 1.528 -5.714
205 C -4.010 -7.079 3.059
206 C -5.087 -6.412 3.899
207 C -5.229 -4.961 3.371
208 O -4.076 -4.170 3.501
209 C -3.683 -3.851 4.801
210 N -6.338 -7.115 3.939
211 H -4.051 -8.141 3.304
212 H -3.046 -6.606 3.243
213 H -4.193 -6.927 1.995
214 H -4.680 -6.464 4.909
215 H -6.062 -4.465 3.870
216 H -5.453 -5.029 2.306
217 H -3.466 -4.724 5.416
218 H -4.549 -3.312 5.183
219 H -2.775 -3.248 4.802
220 H -6.196 -8.107 4.064
221 H -6.921 -6.756 4.682
222 C -0.196 -0.355 -1.359
223 C -0.493 0.753 -0.403
224 C 0.531 0.957 0.713
225 O 0.901 -0.205 1.402
226 C -0.069 -1.043 1.969
227 N -0.776 2.014 -1.108
228 H 0.601 -0.981 -0.955
229 H 0.169 0.034 -2.309
230 H -1.008 -1.067 -1.503
231 H -1.435 0.486 0.077
232 H 0.170 1.644 1.478
233 H 1.512 1.330 0.419
234 H -0.738 -1.415 1.193
235 H -0.663 -0.609 2.774
236 H 0.442 -1.827 2.528
237 H -1.329 2.609 -0.508
238 H -1.469 1.850 -1.824
239 C 2.339 2.401 6.044
240 C 1.209 1.908 5.086
241 C -0.113 1.554 5.747
242 O -1.011 1.138 4.637
243 C -2.247 0.550 5.170
244 N 0.949 2.969 4.190
245 H 2.547 1.618 6.773
246 H 2.099 3.357 6.509
247 H 3.255 2.573 5.478
248 H 1.571 1.054 4.514
249 H -0.563 2.234 6.469
250 H 0.092 0.613 6.258
251 H -2.525 0.897 6.165
252 H -2.133 -0.506 5.416
253 H -3.078 0.766 4.498
254 H 0.111 2.591 3.772
255 H 0.559 3.711 4.754
256 C 0.674 6.434 5.050
257 C -0.610 6.223 5.828
258 C -1.645 7.387 5.526
259 O -1.964 7.550 4.137
260 C -3.010 8.493 3.842
261 N -1.152 4.964 5.423
262 H 0.594 6.523 3.967
263 H 1.516 5.764 5.222
264 H 1.099 7.402 5.318
265 H -0.348 6.155 6.884
266 H -1.259 8.354 5.850
267 H -2.548 7.121 6.076
268 H -3.965 8.023 4.078
269 H -3.045 8.562 2.754
270 H -2.980 9.478 4.308
271 H -1.474 4.923 4.466
272 H -1.937 4.746 6.021
273 C 6.513 -8.787 5.109
274 C 6.526 -7.300 4.972
275 C 5.055 -6.652 5.016
276 O 4.397 -6.802 3.771
277 C 3.101 -6.194 3.737
278 N 7.322 -6.822 6.120
279 H 7.465 -9.270 4.887
280 H 5.885 -9.183 4.310
281 H 6.098 -9.172 6.041
282 H 6.978 -7.066 4.008
283 H 5.208 -5.578 5.118
284 H 4.423 -7.039 5.816
285 H 2.592 -6.337 2.784
286 H 3.156 -5.143 4.019
287 H 2.414 -6.633 4.460
288 H 8.165 -7.374 6.186
289 H 6.808 -6.978 6.976
290 C 2.165 -1.019 -4.688
291 C 3.204 -0.674 -3.661
292 C 4.534 -1.447 -3.845
293 O 4.330 -2.829 -3.601
294 C 5.544 -3.681 -3.711
295 N 3.315 0.756 -3.693
296 H 1.168 -0.705 -4.380
297 H 2.133 -2.100 -4.826
298 H 2.312 -0.742 -5.732
299 H 2.818 -0.951 -2.681
300 H 5.310 -1.068 -3.180
301 H 4.970 -1.222 -4.818
302 H 5.353 -4.702 -3.379
303 H 6.337 -3.176 -3.158
304 H 5.757 -3.852 -4.766
305 H 2.398 1.134 -3.499
306 H 3.956 1.172 -3.034

Results of the Löwdin charge analysis, in e, for atoms 1 through 2:
1 C -0.042
2 C -0.392

No. 2
Entry from the OMol25 dataset: the molecule C5H6S2 in a non-equilibrium geometry (ωB97M-V/def2-TZVPD).

Summary:
SMILES string: C1=CS[C@@H]2C[C@@H]2S1
Max |F|: 1.14 eV/A
LUMO energy: 0.9171 eV
Multiplicity: 1
Total energy: -26951.34320 eV
ΔE to the lowest compared entry with this formula, charge and spin: 0.582 eV

Atoms and positions in Å:
1 C 0.691 -1.896 -0.034
2 C -0.640 -1.904 -0.043
3 S -1.659 -0.531 -0.447
4 C -0.762 0.833 0.297
5 C -0.028 1.820 -0.556
6 C 0.735 0.847 0.293
7 S 1.673 -0.482 -0.446
8 H 1.258 -2.773 0.205
9 H -1.183 -2.811 0.215
10 H -1.221 1.187 1.226
11 H -0.022 1.623 -1.655
12 H -0.032 2.871 -0.265
13 H 1.190 1.215 1.210

Results of the Löwdin charge analysis, in e, for atoms 1 through 2:
1 C -0.499
2 C -0.515

No. 3
Entry from the OMol25 dataset: the molecule C4H6N2O in a non-equilibrium geometry (ωB97M-V/def2-TZVPD).

Summary:
SMILES string: O=CN1CCC=N1
Max |F|: 7.17 eV/A
LUMO energy: 0.5525 eV
Multiplicity: 1
Total energy: -9269.48174 eV
ΔE to the lowest compared entry with this formula, charge and spin: 4.020 eV

Atoms and positions in Å:
1 O -2.913 -0.727 0.134
2 C -2.157 0.284 -0.042
3 N -0.811 -0.046 -0.227
4 C 0.412 0.925 0.040
5 C 1.477 -0.026 -0.002
6 C 0.905 -1.337 0.084
7 N -0.397 -1.369 -0.221
8 H -2.472 1.272 -0.268
9 H 0.278 2.028 -0.546
10 H 0.285 1.278 1.069
11 H 2.049 0.063 0.764
12 H 1.931 0.043 -0.971
13 H 1.412 -2.388 0.185

Results of the Löwdin charge analysis, in e, for atoms 1 through 2:
1 O -0.042
2 C -0.231

No. 4
Entry from the OMol25 dataset: a structure of composition C17H31N3P2Sn in a non-equilibrium geometry (ωB97M-V/def2-TZVPD).

Summary:
Net charge: +2
Max |F|: 4.16 eV/A
LUMO energy (alpha / beta): -10.5039 / -9.9415 eV
Multiplicity: 1
Total energy: -46987.10763 eV

Atoms and positions in Å:
1 P 0.850 -1.739 -1.897
2 P 0.616 1.704 -1.994
3 C 0.320 -0.724 -3.414
4 C 0.967 0.634 -3.497
5 H -0.773 -0.652 -3.362
6 H 0.577 -1.326 -4.293
7 H 2.053 0.582 -3.615
8 H 0.553 1.189 -4.345
9 C -0.855 2.552 -2.739
10 H -1.429 3.072 -1.959
11 H -1.528 1.853 -3.258
12 H -0.488 3.280 -3.469
13 C 1.915 2.979 -2.277
14 H 1.603 3.672 -3.079
15 H 2.864 2.489 -2.547
16 H 2.055 3.557 -1.348
17 C -0.543 -2.957 -2.125
18 H -0.706 -3.507 -1.185
19 H -0.320 -3.666 -2.943
20 H -1.466 -2.401 -2.363
21 C 2.337 -2.548 -2.631
22 H 3.122 -1.787 -2.735
23 H 2.124 -2.995 -3.611
24 H 2.682 -3.314 -1.925
25 Sn 2.974 -0.873 2.639
26 C -0.850 2.073 1.105
27 C -2.182 1.976 0.905
28 C -2.970 0.850 0.325
29 C -3.172 -0.372 1.293
30 C -2.155 -1.460 1.320
31 C -0.921 -1.417 0.818
32 C -0.110 -0.191 0.578
33 C -0.043 0.903 1.685
34 C 2.052 -2.569 3.742
35 H -0.366 3.046 0.863
36 H -2.843 2.784 1.238
37 H -2.579 0.527 -0.648
38 H -3.983 1.252 0.150
39 H -3.345 0.009 2.317
40 H -4.139 -0.809 0.988
41 H -2.455 -2.338 1.911
42 H -0.362 -2.332 0.544
43 H -0.575 0.285 -0.318
44 H 0.925 -0.425 0.232
45 H -0.522 0.606 2.619
46 H 1.004 1.169 1.949
47 H 2.428 -2.587 4.782
48 H 2.175 -3.561 3.304
49 H 0.981 -2.382 3.824
50 N 2.720 0.339 4.502
51 C 1.722 0.840 4.942
52 N 0.712 1.509 5.273
53 C 0.018 1.543 6.389
54 N -0.670 1.659 7.341

Results of the Löwdin charge analysis, in e, for atoms 1 through 2:
1 P 1.068
2 P 0.953

No. 5
Entry from the OMol25 dataset: the molecule C17H18N2S2 (ωB97M-V/def2-TZVPD).

Summary:
SMILES string: S=C(NCc1ccccc1)N[C@@H]1CCSc2ccccc21
Max |F|: 0.87 eV/A
LUMO energy: 0.5528 eV
Multiplicity: 1
Total energy: -42572.80909 eV
ΔE to the lowest compared entry with this formula, charge and spin: 0.000 eV

Atoms and positions in Å:
1 S -0.614 2.048 -1.874
2 C -0.103 0.653 -1.141
3 N -0.642 -0.522 -1.522
4 C -0.238 -1.842 -1.078
5 C -0.801 -2.887 -2.003
6 C -0.504 -2.833 -3.361
7 C -1.020 -3.778 -4.229
8 C -1.835 -4.790 -3.748
9 C -2.133 -4.850 -2.398
10 C -1.621 -3.901 -1.530
11 N 0.869 0.622 -0.204
12 C 1.386 1.833 0.412
13 C 2.858 1.599 0.796
14 C 3.046 1.020 2.196
15 S 1.630 0.005 2.750
16 C 0.471 1.353 2.693
17 C -0.409 1.578 3.737
18 C -1.261 2.667 3.680
19 C -1.220 3.526 2.595
20 C -0.341 3.290 1.551
21 C 0.510 2.196 1.585
22 H -1.343 -0.465 -2.245
23 H -0.586 -2.023 -0.051
24 H 0.858 -1.905 -1.088
25 H 0.134 -2.045 -3.736
26 H -0.784 -3.726 -5.281
27 H -2.237 -5.529 -4.425
28 H -2.768 -5.636 -2.018
29 H -1.858 -3.950 -0.477
30 H 0.949 -0.204 0.376
31 H 1.319 2.615 -0.351
32 H 3.395 2.547 0.742
33 H 3.286 0.927 0.051
34 H 3.147 1.812 2.939
35 H 3.919 0.372 2.247
36 H -0.421 0.903 4.579
37 H -1.954 2.846 4.489
38 H -1.881 4.378 2.554
39 H -0.327 3.940 0.690

Results of the Löwdin charge analysis, in e, for atoms 1 through 2:
1 S 0.625
2 C -0.864

No. 6
Entry from the OMol25 dataset: the molecule C7H10 (ωB97M-V/def2-TZVPD).

Summary:
SMILES string: C[C@@H]1[C@@H]2C=CC[C@H]12
Max |F|: 0.26 eV/A
LUMO energy: 1.1779 eV
Multiplicity: 1
Total energy: -7419.82371 eV
ΔE to the lowest compared entry with this formula, charge and spin: 1.211 eV

Atoms and positions in Å:
1 C -1.898 0.504 0.070
2 C -1.018 -0.698 -0.195
3 C 0.192 -1.050 0.642
4 C 0.866 0.104 1.317
5 C 1.419 0.938 0.434
6 C 1.298 0.419 -0.981
7 C 0.347 -0.766 -0.844
8 H -2.504 0.769 -0.804
9 H -2.595 0.263 0.884
10 H -1.331 1.388 0.375
11 H -1.601 -1.582 -0.459
12 H 0.283 -2.049 1.064
13 H 0.855 0.251 2.394
14 H 1.914 1.876 0.672
15 H 1.006 1.179 -1.714
16 H 2.280 0.038 -1.311
17 H 0.487 -1.586 -1.544

Results of the Löwdin charge analysis, in e, for atoms 1 through 2:
1 C -0.062
2 C -0.258

What did the second record say?
Entry from the OMol25 dataset: the molecule C5H6S2 in a non-equilibrium geometry (ωB97M-V/def2-TZVPD).

Summary:
SMILES string: C1=CS[C@@H]2C[C@@H]2S1
Max |F|: 1.14 eV/A
LUMO energy: 0.9171 eV
Multiplicity: 1
Total energy: -26951.34320 eV
ΔE to the lowest compared entry with this formula, charge and spin: 0.582 eV

Atoms and positions in Å:
1 C 0.691 -1.896 -0.034
2 C -0.640 -1.904 -0.043
3 S -1.659 -0.531 -0.447
4 C -0.762 0.833 0.297
5 C -0.028 1.820 -0.556
6 C 0.735 0.847 0.293
7 S 1.673 -0.482 -0.446
8 H 1.258 -2.773 0.205
9 H -1.183 -2.811 0.215
10 H -1.221 1.187 1.226
11 H -0.022 1.623 -1.655
12 H -0.032 2.871 -0.265
13 H 1.190 1.215 1.210

Results of the Löwdin charge analysis, in e, for atoms 1 through 2:
1 C -0.499
2 C -0.515

> What is the formula in the fifth record?

C17H18N2S2